{
  "formula": "C47H152N34O27",
  "method": "ωB97M-V/def2-TZVPD",
  "charge": 0,
  "homo_ev": -8.162,
  "gap_ev": 7.91,
  "de_lowest_kj_mol": 0.0,
  "lumo_ha": -0.009,
  "species": ["C", "C", "O", "H", "H", "H", "H", "H", "H", "C", "C", "O", "H", "H", "H", "H", "H", "H", "C", "C", "O", "H", "H", "H", "H", "H", "H", "C", "C", "O", "H", "H", "H", "H", "H", "H", "C", "C", "O", "H", "H", "H", "H", "H", "H", "C", "C", "O", "H", "H", "H", "H", "H", "H", "C", "C", "O", "H", "H", "H", "H", "H", "H", "C", "C", "O", "H", "H", "H", "H", "H", "H", "C", "O", "N", "N", "H", "H", "H", "H", "C", "O", "N", "N", "H", "H", "H", "H", "C", "O", "N", "N", "H", "H", "H", "H", "C", "O", "N", "N", "H", "H", "H", "H", "C", "O", "N", "N", "H", "H", "H", "H", "C", "O", "N", "N", "H", "H", "H", "H", "C", "O", "N", "N", "H", "H", "H", "H", "C", "O", "N", "N", "H", "H", "H", "H", "C", "O", "N", "N", "H", "H", "H", "H", "C", "O", "N", "N", "H", "H", "H", "H", "C", "O", "N", "N", "H", "H", "H", "H", "C", "O", "N", "N", "H", "H", "H", "H", "C", "O", "N", "N", "H", "H", "H", "H", "C", "O", "N", "N", "H", "H", "H", "H", "C", "O", "N", "N", "H", "H", "H", "H", "C", "C", "C", "O", "C", "N", "H", "H", "H", "H", "H", "H", "H", "H", "H", "H", "H", "C", "C", "C", "O", "C", "N", "H", "H", "H", "H", "H", "H", "H", "H", "H", "H", "H", "C", "C", "C", "O", "C", "N", "H", "H", "H", "H", "H", "H", "H", "H", "H", "H", "H", "C", "C", "C", "O", "C", "N", "H", "H", "H", "H", "H", "H", "H", "H", "H", "H", "H"],
  "xyz": [[-0.120, 3.710, -3.545], [-0.179, 4.534, -2.164], [-0.956, 3.795, -1.196], [-1.085, 3.243, -3.740], [0.757, 3.064, -3.506], [-0.162, 4.489, -4.307], [-0.686, 5.496, -2.234], [0.857, 4.690, -1.863], [-0.691, 2.872, -1.181], [3.023, -1.582, 4.319], [2.573, -2.859, 4.948], [3.114, -3.074, 6.206], [2.447, -0.830, 4.859], [2.582, -1.501, 3.326], [4.102, -1.460, 4.406], [2.841, -3.660, 4.260], [1.512, -2.769, 5.184], [3.701, -3.826, 6.103], [3.566, 1.504, 5.778], [3.610, 2.918, 6.372], [2.498, 3.233, 7.153], [2.809, 1.560, 4.996], [3.219, 0.755, 6.490], [4.534, 1.356, 5.299], [3.805, 3.655, 5.592], [4.525, 2.950, 6.964], [1.846, 3.357, 6.460], [-0.291, 0.967, -5.715], [0.225, 1.527, -7.066], [1.542, 0.996, -7.247], [-1.247, 1.431, -5.470], [0.357, 1.125, -4.853], [-0.325, -0.117, -5.818], [0.277, 2.616, -7.056], [-0.462, 1.136, -7.818], [2.038, 1.680, -7.703], [-0.369, 0.001, 6.387], [-1.717, 0.329, 5.863], [-2.010, 1.702, 5.878], [-0.245, -1.078, 6.476], [-0.096, 0.645, 7.223], [0.395, 0.459, 5.758], [-2.415, -0.210, 6.504], [-1.852, -0.072, 4.859], [-2.947, 1.862, 6.009], [3.605, 8.995, 0.601], [4.211, 7.692, 1.057], [3.784, 7.427, 2.368], [4.252, 9.388, -0.183], [3.460, 9.579, 1.509], [2.575, 8.906, 0.256], [5.285, 7.508, 1.019], [3.808, 6.911, 0.411], [4.361, 7.976, 2.903], [5.892, 4.332, -0.026], [4.728, 4.136, 0.929], [4.817, 4.832, 2.148], [5.952, 5.401, -0.229], [5.962, 3.619, -0.847], [6.799, 4.273, 0.576], [4.536, 3.108, 1.235], [3.810, 4.395, 0.401], [4.502, 5.738, 2.113], [1.519, 5.008, 4.257], [0.338, 4.062, 4.006], [0.387, 3.182, 5.103], [2.483, 4.499, 4.245], [1.394, 5.549, 5.195], [1.687, 5.677, 3.413], [0.524, 3.478, 3.104], [-0.563, 4.662, 3.873], [-0.431, 2.683, 5.040], [-2.087, -3.889, 5.328], [-1.435, -4.290, 4.361], [-3.176, -3.190, 5.195], [-1.921, -3.983, 6.648], [-3.444, -2.718, 6.047], [-3.420, -2.912, 4.256], [-2.627, -3.631, 7.279], [-1.084, -4.402, 7.027], [3.733, -3.458, 0.996], [2.606, -3.119, 0.598], [4.803, -2.754, 0.982], [3.878, -4.727, 1.398], [4.850, -1.818, 0.606], [5.611, -3.165, 1.427], [3.081, -5.339, 1.293], [4.763, -5.032, 1.776], [-1.257, -3.778, -4.469], [-1.241, -3.915, -3.239], [-2.036, -4.537, -5.222], [-0.672, -2.775, -5.142], [-2.119, -4.297, -6.200], [-2.519, -5.300, -4.770], [-0.646, -2.798, -6.152], [-0.032, -2.266, -4.550], [-3.069, 6.108, 0.720], [-3.697, 6.037, -0.265], [-3.303, 7.060, 1.576], [-2.039, 5.374, 0.998], [-2.926, 7.037, 2.513], [-4.211, 7.456, 1.378], [-1.543, 5.574, 1.854], [-1.705, 4.801, 0.235], [-5.823, 3.285, 1.041], [-4.776, 2.950, 1.484], [-6.211, 4.402, 0.524], [-6.722, 2.380, 0.707], [-7.003, 4.501, -0.095], [-5.514, 5.133, 0.518], [-6.513, 1.396, 0.612], [-7.562, 2.734, 0.273], [1.335, -1.785, -2.383], [0.965, -1.207, -3.398], [0.478, -2.265, -1.532], [2.535, -1.902, -2.004], [0.829, -3.052, -1.005], [-0.514, -2.113, -1.644], [3.283, -1.674, -2.644], [2.761, -2.289, -1.099], [1.883, -5.914, -2.872], [1.738, -6.078, -4.062], [1.111, -5.351, -2.034], [3.034, -6.250, -2.358], [0.229, -4.982, -2.358], [1.246, -5.371, -1.033], [3.543, -6.744, -3.077], [3.305, -6.018, -1.413], [5.521, -0.309, -2.438], [5.104, -0.668, -3.508], [5.424, 0.944, -1.964], [6.129, -1.087, -1.534], [5.107, 1.689, -2.568], [5.500, 1.182, -0.985], [6.477, -0.818, -0.624], [6.121, -2.039, -1.871], [6.169, 0.520, 1.647], [5.213, 0.571, 0.857], [7.436, 0.669, 1.258], [6.124, 0.216, 2.931], [7.560, 1.364, 0.535], [8.129, 0.444, 1.957], [6.899, 0.298, 3.573], [5.164, 0.256, 3.241], [-3.782, 5.849, 4.477], [-3.098, 6.794, 4.119], [-4.206, 5.740, 5.711], [-4.335, 5.003, 3.702], [-4.847, 4.975, 5.867], [-3.940, 6.483, 6.341], [-3.997, 5.033, 2.751], [-4.863, 4.234, 4.091], [0.531, -5.360, 1.603], [1.212, -5.588, 0.654], [-0.530, -5.961, 1.910], [0.866, -4.343, 2.354], [-1.199, -5.567, 2.556], [-0.722, -6.748, 1.307], [0.417, -4.181, 3.244], [1.543, -3.711, 1.952], [-5.289, -4.025, 2.193], [-5.462, -5.167, 1.818], [-4.479, -3.237, 1.518], [-5.731, -3.392, 3.182], [-4.130, -3.586, 0.637], [-4.193, -2.316, 1.818], [-6.458, -3.740, 3.791], [-5.270, -2.501, 3.299], [-4.209, -0.080, 3.018], [-3.919, -1.217, 3.360], [-5.304, 0.587, 3.090], [-3.378, 0.787, 2.514], [-6.118, 0.078, 3.406], [-5.398, 1.521, 2.716], [-3.636, 1.696, 2.155], [-2.481, 0.423, 2.225], [-5.368, 4.085, -2.860], [-6.055, 5.030, -3.116], [-4.125, 4.125, -2.499], [-5.749, 2.820, -2.882], [-3.703, 3.363, -1.987], [-3.827, 5.060, -2.260], [-5.145, 2.118, -2.478], [-6.676, 2.463, -3.066], [4.269, 2.882, -4.605], [5.328, 3.028, -4.124], [3.669, 3.723, -5.321], [3.758, 1.670, -4.799], [4.127, 4.622, -5.360], [3.225, 3.343, -6.146], [2.901, 1.500, -5.307], [4.243, 0.971, -4.255], [-2.874, -0.579, -2.389], [-4.176, -0.090, -1.822], [-4.794, -0.899, -0.742], [-6.095, -0.388, -0.330], [-6.889, -1.296, 0.459], [-3.883, 1.243, -1.319], [-3.047, -1.647, -2.523], [-2.013, -0.490, -1.727], [-2.601, -0.116, -3.337], [-4.906, 0.026, -2.624], [-4.139, -0.933, 0.129], [-4.929, -1.928, -1.076], [-7.920, -1.010, 0.254], [-6.655, -1.172, 1.517], [-6.970, -2.340, 0.154], [-2.909, 1.191, -1.056], [-4.266, 1.196, -0.385], [1.940, 1.932, 0.502], [0.969, 0.833, 0.248], [-0.130, 0.921, 1.382], [-1.161, -0.046, 1.227], [-0.729, -1.376, 1.621], [0.447, 1.086, -1.088], [2.176, 1.951, 1.566], [1.390, 2.861, 0.348], [2.872, 1.949, -0.063], [1.581, -0.064, 0.152], [-0.521, 1.932, 1.266], [0.286, 0.899, 2.389], [-1.502, -2.115, 1.413], [-0.640, -1.465, 2.704], [0.182, -1.681, 1.107], [1.146, 0.972, -1.807], [-0.217, 0.325, -1.117], [-4.656, -5.411, -1.774], [-3.538, -5.635, -0.901], [-2.812, -6.936, -1.199], [-2.134, -7.391, -0.018], [-1.343, -8.509, -0.323], [-2.566, -4.498, -0.906], [-5.497, -6.081, -1.595], [-4.260, -5.457, -2.789], [-5.064, -4.400, -1.784], [-3.752, -5.722, 0.165], [-2.123, -6.806, -2.033], [-3.590, -7.674, -1.394], [-0.615, -8.346, -1.117], [-1.930, -9.373, -0.636], [-0.782, -8.910, 0.522], [-1.715, -4.683, -0.395], [-2.306, -4.414, -1.878], [3.530, -2.074, -5.858], [2.414, -2.739, -6.653], [2.779, -2.800, -8.185], [1.588, -3.154, -8.876], [1.929, -3.461, -10.228], [2.284, -4.059, -6.132], [3.450, -2.225, -4.782], [3.564, -1.010, -6.090], [4.552, -2.308, -6.158], [1.496, -2.166, -6.525], [3.530, -3.590, -8.185], [3.159, -1.918, -8.699], [2.526, -2.737, -10.783], [1.024, -3.695, -10.788], [2.505, -4.386, -10.252], [1.857, -3.849, -5.241], [1.594, -4.563, -6.669]],
  "forces_ev_per_a": [[-0.906, 2.209, 1.549], [-0.716, -1.929, -1.064], [0.104, 1.062, 0.063], [0.186, -0.641, 0.508], [-0.305, -0.002, -0.550], [1.016, -0.145, -0.423], [0.069, -0.081, -0.280], [0.031, 0.049, 0.411], [0.647, -0.634, -0.152], [-1.199, 0.744, 0.457], [-0.649, -0.115, -0.758], [1.325, -0.561, 1.097], [0.752, 0.589, 0.173], [0.611, -0.160, -0.449], [-0.110, 0.194, -0.300], [-0.552, -0.468, 0.120], [-0.410, -0.404, -0.943], [0.150, 0.065, 0.495], [-0.843, 1.352, -0.574], [1.693, -0.885, 0.421], [0.108, 0.133, -0.265], [-0.084, -0.360, -0.290], [0.584, -0.022, 0.086], [0.031, -0.615, 0.162], [-0.246, 0.049, -0.267], [-0.128, 0.222, 0.596], [-1.113, 0.127, 0.222], [0.399, 0.280, -0.551], [-0.111, -0.767, 1.793], [0.163, 0.387, -0.138], [-0.233, -0.377, -0.095], [0.287, 0.298, -0.247], [-0.483, 0.026, 0.072], [-0.286, 0.065, -0.142], [0.129, 0.343, -0.391], [0.194, -0.255, -0.291], [1.388, 1.564, -0.412], [-1.147, -1.150, 0.030], [0.396, 0.909, 0.054], [0.242, 0.228, 0.316], [-0.605, -0.768, 1.054], [0.216, -0.646, -0.926], [-0.451, 0.005, 0.040], [-0.019, -0.066, -0.203], [0.067, -0.179, -0.114], [0.376, 0.073, 0.099], [-0.931, -0.876, -0.978], [-0.019, -0.445, 0.809], [-0.311, 0.719, 0.167], [0.685, 0.753, -0.281], [0.161, -0.474, -0.362], [0.298, 0.909, -0.308], [-0.120, -0.329, 0.087], [-0.166, -0.031, 0.548], [0.756, 0.450, 1.727], [-1.107, -0.481, -0.247], [0.721, -0.224, 0.363], [-0.360, -0.064, -1.099], [-0.263, 0.496, -0.237], [0.323, -0.664, 0.121], [0.512, -0.275, -0.273], [-0.296, 0.263, -0.095], [-0.271, 0.140, -0.024], [0.129, 0.047, -1.049], [2.303, 0.819, -0.166], [-0.921, -0.171, 0.017], [-0.172, -0.482, 0.394], [-0.011, 0.078, -0.128], [-0.473, 0.497, 0.097], [-0.132, 0.124, -0.382], [-0.430, -0.272, 0.435], [-0.346, -0.494, 0.713], [0.307, -0.045, -0.985], [0.676, -0.484, 0.923], [-2.655, 1.515, -1.523], [2.881, -1.700, 2.453], [-0.740, 0.495, -1.187], [-0.299, 0.446, 0.478], [0.546, -0.425, -0.098], [-0.300, 0.037, 0.061], [-3.675, -2.467, -0.779], [0.416, 1.398, -0.211], [3.517, 2.363, 0.309], [0.928, -0.915, 0.839], [-0.216, 0.054, 0.186], [0.074, 0.495, -0.337], [-0.245, -0.121, 0.026], [-0.412, -0.310, -0.141], [-0.656, 0.800, 0.506], [0.699, 0.053, -0.316], [-0.961, -1.288, -1.021], [0.215, -0.085, 0.462], [-0.314, -0.652, 0.263], [0.047, 0.167, -0.512], [0.397, 0.182, 0.351], [0.546, 0.887, -0.270], [1.598, 1.421, 1.609], [-3.558, -1.235, -5.391], [-1.488, 2.504, 1.382], [2.541, -2.363, 0.937], [-0.361, 0.321, 0.298], [0.216, 0.491, 0.561], [0.348, -0.343, -0.490], [0.583, -0.481, 0.201], [-2.675, -1.793, -3.404], [4.251, 0.113, 2.842], [0.692, 5.168, 0.070], [-3.051, -2.818, 0.286], [0.493, -0.035, 0.129], [-0.105, 0.442, -0.431], [0.123, 0.023, -0.057], [0.149, -0.715, 0.037], [-2.885, 1.290, -1.834], [-0.225, 1.002, -1.822], [-2.420, -1.350, 2.879], [5.989, -0.290, 0.713], [-0.596, 0.073, 0.369], [0.294, -0.556, -0.360], [-0.026, 0.085, -0.036], [-0.088, -0.062, 0.055], [1.157, -0.123, -1.833], [-1.506, -0.344, -2.136], [-4.424, 2.524, 2.332], [3.432, -1.620, 0.977], [-0.059, 0.028, -0.177], [0.080, -0.234, 0.036], [0.851, 0.065, 0.817], [0.246, -0.387, -0.411], [0.231, 2.321, 2.161], [-0.407, -0.924, -1.559], [-0.507, 2.040, -0.246], [0.377, -2.755, -0.227], [0.221, -0.036, -0.192], [-0.027, -0.539, -0.067], [-0.135, 0.113, -0.501], [0.452, -0.181, 0.703], [-0.230, -0.082, -1.317], [0.392, 0.138, 1.184], [1.468, 0.280, -1.358], [-2.299, -0.622, 1.726], [0.669, -0.268, 0.012], [0.314, 0.662, -0.614], [-0.453, 0.233, -0.181], [0.192, -0.359, 0.854], [0.382, 3.007, 1.142], [1.656, 0.686, 0.352], [-0.302, -0.275, 2.882], [-1.041, -3.109, -3.656], [0.121, 0.702, 1.026], [-0.377, -0.550, 0.255], [-0.454, -0.801, -0.080], [0.249, 0.015, -0.800], [0.985, 2.972, 1.345], [3.026, -2.335, -4.090], [-4.141, -3.439, 0.806], [0.691, 2.538, 2.620], [-0.028, -0.282, 0.018], [-0.829, 0.204, 0.300], [-0.079, 0.177, -0.160], [-0.102, 0.072, 0.157], [1.833, -2.839, -3.812], [-1.230, -1.561, 0.143], [2.709, 1.477, -3.177], [-3.465, 2.436, 5.819], [0.385, 0.037, 0.116], [-0.066, -0.383, -0.064], [0.449, 0.025, -0.073], [-0.648, 0.227, 0.881], [2.034, 1.720, -0.708], [-0.408, -1.170, 0.482], [-6.580, -0.547, 2.056], [4.801, 0.424, -1.226], [-0.219, 0.468, -0.016], [-0.009, -0.193, -0.104], [-0.217, -0.204, 0.040], [0.223, 0.185, -0.155], [-1.136, -1.006, 0.045], [-1.697, 2.199, -0.736], [4.265, 1.953, 0.950], [-2.267, -3.958, -0.383], [-0.029, 0.099, -0.118], [0.311, -0.203, 0.290], [0.171, 0.308, -0.007], [0.051, 0.853, -0.146], [-0.185, -4.908, -1.523], [4.539, 1.412, 4.039], [-3.326, 6.235, -3.460], [-0.577, -2.278, 1.170], [-0.290, -0.023, -0.468], [-0.106, 0.694, 0.190], [0.040, -0.352, 0.401], [-0.480, -0.942, -0.574], [-0.313, -1.970, -0.405], [0.213, 1.485, -0.625], [-0.822, -1.440, 0.695], [0.561, -0.719, -0.399], [-0.701, 0.806, -0.585], [0.102, 0.355, 1.405], [0.614, -0.305, -0.542], [-0.234, 0.164, 0.346], [-0.211, 0.027, 0.046], [-0.156, -0.278, -0.248], [0.248, 0.062, 0.152], [-0.024, -0.183, -0.040], [-0.111, 0.608, 0.402], [-0.002, -0.353, -0.045], [1.185, -0.168, -0.115], [0.564, 0.487, -0.253], [-0.618, 1.062, 0.405], [0.090, 1.237, 1.408], [1.412, 0.544, 0.137], [0.912, -0.434, -1.709], [0.669, -0.709, -0.063], [-0.358, 0.022, 0.042], [-2.049, -0.087, 0.901], [0.525, -0.042, 0.164], [0.168, 0.358, -0.275], [-0.213, -0.316, -0.158], [-0.450, -0.746, 0.927], [-0.639, -0.041, -0.119], [0.392, -0.379, 0.056], [-0.255, 0.305, -0.541], [0.432, 0.400, 0.238], [0.050, 0.170, 0.077], [0.094, -0.355, -0.041], [-0.290, -0.158, -1.338], [-1.537, 0.928, -1.703], [3.604, 0.093, 3.426], [-0.850, -0.246, 0.701], [0.431, 0.137, -0.552], [0.294, -1.058, -0.263], [-1.322, 0.149, -0.667], [0.211, -0.192, -0.247], [-0.329, -0.563, -0.498], [0.057, 0.196, 0.661], [-0.974, -0.193, -0.032], [0.146, -0.198, -0.160], [0.086, -0.398, -0.529], [0.063, 0.435, -0.145], [-0.495, -0.003, -0.213], [-0.083, 0.619, 0.469], [-0.020, -0.465, 0.248], [0.449, 0.543, -0.101], [0.372, 1.190, -0.585], [1.562, 1.328, -1.551], [-0.912, -0.185, 1.722], [0.541, -0.125, -1.128], [-0.536, -1.161, 0.202], [-0.295, -0.304, -0.012], [-0.140, 0.037, -0.190], [-0.525, 0.361, 0.417], [-0.044, -0.977, -0.062], [-0.110, 0.419, -0.210], [0.145, -0.295, -0.564], [0.295, 0.419, 0.646], [-0.107, 0.606, 0.363], [-0.156, 0.349, 0.116], [0.265, -0.190, 0.095], [-0.026, -1.064, 0.557], [-0.216, -0.347, 0.047]]
}